Entry from OMol25: a cluster of 2 separate species, CHNO2PS in total at a distorted geometry (wB97M-V/def2-TZVPD).

Each line ends with the Löwdin charge.
Cartesian coordinates (Å):
C -1.030 0.576 0.676  -0.4135
N -1.352 0.435 1.762  0.0697
O 1.857 -0.661 0.405  -0.4325
O 0.159 1.381 -1.721  -0.4276
P -0.183 0.242 -0.877  0.2123
S -1.013 -1.441 -1.561  0.0988
H 1.561 -0.533 1.316  -0.1072

Values from the calculation:
Lowest unoccupied orbital energy, eV: 3.03
Total charge: -1
2S+1: 1
Electronic energy, eV: -26763.3656
Kohn-Sham gap, eV: 8.06
HOMO level, eV: -5.03
Energy relative to the best compared isomer or geometry (same formula, charge and spin), kcal per mole: 67.6

***

Entry from OMol25: a cluster of 13 separate species, C13H52N6O13 in total at a distorted geometry (wB97M-V/def2-TZVPD).

Each line ends with the Löwdin charge.
Cartesian coordinates (Å):
C -10.576 -0.289 -12.549  -0.1772
O -9.233 -0.489 -12.902  -0.1146
H -11.187 0.056 -13.383  0.0745
H -11.016 -1.216 -12.183  0.0565
H -10.636 0.501 -11.800  0.0709
H -8.752 -0.789 -12.127  0.0536
C -13.417 1.191 -10.138  -0.1630
O -14.379 0.649 -9.285  -0.1381
H -13.434 0.759 -11.138  0.0678
H -13.800 2.192 -10.337  0.0810
H -12.444 1.110 -9.654  0.0809
H -14.093 0.730 -8.372  0.0117
C -13.019 -2.616 -10.256  -0.1076
O -14.032 -2.583 -9.251  -0.1429
H -13.192 -3.309 -11.079  0.0638
H -13.006 -1.641 -10.744  0.0679
H -12.138 -2.950 -9.707  0.0644
H -14.094 -1.669 -8.963  0.0490
C -16.926 -0.563 -7.141  -0.1806
O -16.606 0.755 -6.753  -0.1194
H -16.461 -1.302 -6.488  0.0452
H -17.996 -0.767 -7.099  0.0838
H -16.448 -0.832 -8.083  0.0686
H -17.079 1.349 -7.341  0.0773
C -12.832 -4.356 -6.478  -0.0711
O -11.619 -5.210 -6.483  -0.1589
H -13.239 -4.104 -7.457  0.0500
H -13.491 -4.620 -5.651  0.0892
H -12.428 -3.412 -6.114  0.0620
H -10.816 -4.689 -6.550  0.0072
C -13.404 -0.144 -6.119  -0.1473
O -13.246 0.978 -6.891  -0.1019
H -14.409 -0.533 -6.283  0.0698
H -12.607 -0.875 -6.259  0.0765
H -13.414 0.133 -5.065  0.0896
H -12.316 1.036 -7.122  0.0975
C -14.350 -3.404 -14.294  -0.1110
O -13.314 -2.515 -13.802  -0.1490
H -14.762 -2.926 -15.182  0.0849
H -13.916 -4.355 -14.605  0.0540
H -15.199 -3.485 -13.615  0.0876
H -13.376 -1.673 -14.259  0.0840
C -13.776 -6.797 -10.354  -0.1089
O -14.963 -7.452 -9.860  -0.1457
H -12.944 -7.473 -10.158  0.0668
H -13.872 -6.774 -11.440  0.0814
H -13.676 -5.812 -9.899  0.0741
H -15.141 -8.284 -10.304  0.0802
C -8.010 -3.554 -11.657  -0.1498
O -8.930 -2.781 -10.909  -0.1461
H -7.315 -3.987 -10.937  0.0748
H -8.454 -4.344 -12.262  0.0727
H -7.285 -3.032 -12.283  0.0777
H -9.568 -3.434 -10.612  0.0013
C -9.745 -2.847 -7.692  -0.1341
O -9.243 -3.500 -6.535  -0.1213
H -10.505 -3.513 -8.101  0.0521
H -10.163 -1.879 -7.417  0.0756
H -8.901 -2.545 -8.310  0.0849
H -8.317 -3.257 -6.469  0.0873
C -11.099 -5.606 -13.851  -0.7176
O -10.233 -6.482 -13.600  -0.0126
N -11.830 -5.570 -14.901  0.1781
N -11.315 -4.547 -13.123  0.2129
H -11.839 -6.246 -15.651  0.1358
H -12.202 -4.635 -14.988  0.0885
H -12.184 -4.040 -13.208  0.0631
H -10.873 -4.500 -12.216  0.0750
C -10.414 -6.041 -10.060  -0.8392
O -10.469 -4.868 -10.307  0.0106
N -10.626 -6.545 -8.924  0.2129
N -10.135 -6.880 -10.932  0.2215
H -10.779 -5.887 -8.174  0.0819
H -10.589 -7.504 -8.610  0.1368
H -10.328 -7.832 -10.657  0.1272
H -10.210 -6.666 -11.917  0.0507
C -16.526 -4.743 -7.236  -0.7342
O -16.789 -3.646 -6.711  0.0071
N -15.691 -4.956 -8.233  0.1755
N -17.025 -5.877 -6.867  0.1602
H -15.520 -5.854 -8.663  0.0635
H -15.077 -4.225 -8.563  0.0626
H -16.749 -6.758 -7.275  0.1111
H -17.724 -5.911 -6.138  0.1191

Values from the calculation:
Lowest unoccupied orbital energy, eV: 0.22
Total charge: 0
2S+1: 1
Electronic energy, eV: -49879.1453
Kohn-Sham gap, eV: 9.57
HOMO level, eV: -9.35
Energy relative to the best compared isomer or geometry (same formula, charge and spin), kcal per mole: 65.1

***

Entry from OMol25: a cluster of 3 separate species, C17H37BrN2O8P3 in total at a distorted geometry (wB97M-V/def2-TZVPD).

Each line ends with the Löwdin charge.
Cartesian coordinates (Å):
C -4.379 -0.867 3.237  -0.1299
C -4.962 0.137 2.079  -0.2937
C -5.168 -0.542 0.603  -0.5949
Br -7.170 -0.829 0.358  0.6608
N -4.658 0.490 -0.433  -0.1721
N -5.659 1.187 -1.018  0.0326
C -5.302 2.243 -1.995  0.0206
C -3.732 2.521 -2.318  0.0354
C -2.540 1.625 -1.626  0.0659
C -3.166 0.495 -0.562  -0.1913
P -1.964 -0.653 0.392  0.9452
C -1.118 0.214 1.863  -0.4097
C 0.017 1.328 1.467  -0.1703
C -0.745 -1.568 -0.753  -0.3917
C 0.332 -0.616 -1.539  -0.1903
H -3.416 -1.384 2.801  0.0498
H -5.230 -1.623 3.545  0.0972
H -4.107 -0.173 4.169  0.1031
H -6.021 0.588 2.395  0.1060
H -4.237 1.074 2.009  0.1055
H -4.690 -1.600 0.464  0.1047
H -6.159 2.893 -2.501  0.1452
H -3.470 3.394 -3.073  0.1170
H -1.397 1.783 -1.818  0.0940
H -1.982 0.771 2.469  0.0845
H -0.708 -0.614 2.615  0.1135
H -0.551 2.221 0.935  0.0854
H 0.862 0.846 0.818  0.0654
H 0.539 1.682 2.481  0.1005
H -0.105 -2.300 -0.061  0.0975
H -1.252 -2.271 -1.560  0.1043
H 1.425 -0.985 -1.236  0.0842
H 0.289 0.519 -1.259  0.0377
H 0.270 -0.808 -2.715  0.0951
C 4.227 5.764 -3.285  -0.1067
O 2.861 5.485 -3.500  -0.2212
P 2.036 4.859 -2.267  0.4397
O 2.830 3.964 -1.363  -0.2529
O 0.782 4.158 -2.992  -0.2301
C 1.074 3.134 -3.919  -0.1198
O 1.368 6.154 -1.586  -0.2069
C 1.593 6.389 -0.214  -0.1150
H 4.814 4.870 -3.514  0.0961
H 4.534 6.569 -3.957  0.0957
H 4.413 6.074 -2.254  0.0875
H 1.803 2.432 -3.506  0.0889
H 1.466 3.574 -4.840  0.0937
H 0.153 2.594 -4.152  0.0810
H 2.522 6.950 -0.089  0.0942
H 1.636 5.458 0.355  0.0804
H 0.765 6.990 0.175  0.0924
C 5.113 -6.390 1.742  -0.1089
O 4.260 -5.360 2.189  -0.2230
P 2.714 -5.441 1.747  0.4416
O 2.473 -6.055 0.400  -0.2494
O 2.214 -3.919 1.903  -0.2202
C 2.870 -2.951 1.113  -0.1229
O 2.018 -6.169 3.001  -0.2068
C 1.266 -7.339 2.773  -0.1157
H 5.514 -6.121 0.760  0.0952
H 5.943 -6.493 2.445  0.0943
H 4.584 -7.344 1.676  0.0874
H 2.960 -3.289 0.077  0.0902
H 3.864 -2.753 1.524  0.0940
H 2.291 -2.025 1.135  0.0713
H 1.930 -8.207 2.789  0.0926
H 0.729 -7.296 1.823  0.0840
H 0.532 -7.443 3.578  0.0922

Values from the calculation:
Lowest unoccupied orbital energy, eV: -4.92
Total charge: +1
2S+1: 1
Electronic energy, eV: -135486.3757
Kohn-Sham gap, eV: 6.47
HOMO level, eV: -11.39

***

Entry from OMol25: a cluster of 2 separate species, C10H18N3O in total at a distorted geometry (wB97M-V/def2-TZVPD).

Each line ends with the Löwdin charge.
Cartesian coordinates (Å):
C 0.770 1.183 -1.641  -0.1711
C 1.621 0.102 -1.311  -0.0969
C 2.887 0.763 -0.986  -0.2790
C 1.108 -1.313 -1.284  -0.1148
C -0.418 -1.505 -1.213  -0.1004
C -1.208 0.686 -0.304  -0.0314
C -1.208 -0.728 -0.057  -0.4678
C -0.664 -1.078 1.398  0.0306
C -2.672 -1.125 -0.232  -0.0314
C 4.121 0.226 -0.622  0.0999
N 1.389 2.340 -1.692  0.0902
N 2.632 2.084 -1.249  0.0341
N -2.086 1.454 3.045  0.0817
O -1.409 1.559 0.486  0.1989
H -0.081 1.071 -2.141  0.0757
H 1.425 -1.784 -2.187  0.1255
H 1.603 -1.730 -0.512  0.0797
H -1.078 -1.303 -2.106  0.1471
H -0.504 -2.548 -1.035  0.1068
H -1.431 -1.095 2.102  0.0495
H 0.084 -0.408 1.710  0.0829
H -0.257 -2.035 1.311  0.0799
H -2.756 -2.249 -0.222  0.1246
H -3.309 -0.785 -1.125  0.1340
H -3.215 -0.722 0.611  0.0787
H 4.475 -0.811 -0.937  0.0966
H 4.894 0.956 -0.315  0.0661
H 3.273 2.780 -0.940  0.1544
H -1.967 0.502 3.497  0.1050
H -2.998 1.798 3.197  0.0535
H -1.419 2.222 3.216  0.0937
H -1.603 1.492 1.537  0.1037

Values from the calculation:
Lowest unoccupied orbital energy (alpha / beta), eV: -3.49 / -4.68
⟨S²⟩: 2.041
Total charge: +1
2S+1: 3
Electronic energy, eV: -17167.8596
Kohn-Sham gap (alpha / beta), eV: 7.05 / 7.62
HOMO level (alpha / beta), eV: -10.54 / -12.30
Energy relative to the best compared isomer or geometry (same formula, charge and spin), kcal per mole: 30.0